Record 1
{"formula": "C27H27B3O15P2", "method": "wB97M-V/def2-TZVPD", "elements": ["P", "P", "O", "O", "O", "O", "O", "O", "O", "O", "O", "O", "O", "O", "O", "O", "O", "C", "C", "C", "C", "C", "C", "C", "C", "C", "C", "C", "C", "C", "C", "C", "C", "C", "C", "C", "C", "C", "C", "C", "C", "C", "C", "C", "B", "B", "B", "H", "H", "H", "H", "H", "H", "H", "H", "H", "H", "H", "H", "H", "H", "H", "H", "H", "H", "H", "H", "H", "H", "H", "H", "H", "H", "H"], "xyz": [[3.143880, -4.407589, -1.994286], [1.134019, -4.022948, -1.304061], [4.746056, 0.108185, -1.078895], [1.276811, 0.064337, -2.533708], [-3.238431, 2.910822, 3.656571], [-0.608912, 0.513261, -0.264591], [-2.183252, -4.700233, 0.241304], [2.286009, -1.350328, -0.812992], [4.285200, 4.425257, -1.946996], [-6.278066, -0.273617, 3.828944], [4.151909, -4.034481, -0.780413], [7.253260, 5.488033, 2.309556], [-0.024827, -1.400706, -1.176298], [-5.038493, -4.435685, -4.212576], [3.318354, -5.940088, -2.414566], [-9.268196, 4.097808, 3.897042], [3.356863, -3.473596, -3.120302], [6.506688, 3.874755, 0.765146], [5.033241, 6.036880, -0.402888], [6.598395, -1.359864, -1.285828], [-4.018116, -5.516401, -0.990114], [-2.489396, -3.689788, -1.859970], [-3.203914, -3.621943, -2.980434], [4.965322, 4.667222, -0.972154], [-9.196635, 1.744754, 3.866863], [-8.446141, 0.646348, 3.851226], [-2.634393, 2.364145, 2.756023], [-7.101130, 3.176342, 3.875808], [5.508265, -0.597495, -2.041199], [-1.963875, 0.284422, 1.640678], [-6.964389, 0.728004, 3.845941], [-8.583012, 3.097763, 3.881134], [-1.879749, 3.148698, 1.748048], [5.779772, 6.303618, 0.665351], [-2.839214, -4.640696, -0.779273], [3.586365, 0.708654, -1.661491], [5.760349, 3.607215, -0.303648], [-4.733862, -5.449966, -2.109674], [-6.351017, 2.077451, 3.860486], [-1.217879, 2.547108, 0.763369], [6.575207, 5.243127, 1.334753], [-2.626187, 0.885641, 2.625624], [-1.209127, 1.068065, 0.632596], [-4.383696, -4.495982, -3.194045], [1.152360, -2.110167, -1.055302], [0.136571, -0.691844, -2.374301], [2.314713, -0.244439, -1.651139], [6.849617, -0.790892, -0.384485], [-8.873256, -0.348492, 3.841111], [-10.278602, 1.708096, 3.870213], [3.827001, 0.893739, -2.719658], [4.017561, -5.981221, -3.086672], [-4.256878, -6.203439, -0.188121], [-3.185463, 0.332645, 3.370849], [-1.628038, -3.059906, -1.683885], [-0.680433, -0.818482, -3.229179], [-5.269551, 2.114696, 3.856960], [5.908396, 0.048108, -2.836696], [-1.900189, 4.225157, 1.861651], [6.226298, -2.328793, -0.948970], [-6.671976, 4.170295, 3.885749], [7.093607, 3.115604, 1.266297], [-2.962984, -2.934492, -3.781467], [5.843847, 7.295016, 1.095624], [5.697130, 2.612815, -0.732686], [-1.944468, -0.792515, 1.527370], [7.503771, -1.458746, -1.889991], [4.858379, -1.345920, -2.524706], [4.964681, -4.549988, -0.902724], [0.967165, -4.719043, -0.090631], [3.317929, 1.640850, -1.149584], [4.445780, 6.795583, -0.904398], [-5.597021, -6.079593, -2.284385], [-0.660000, 3.098859, 0.017094]], "forces_ev_per_angstrom": [[-0.1, 2.2, 0.0], [-0.5, -1.2, -0.7], [0.0, 0.7, 0.2], [-0.1, -1.0, 0.3], [0.1, 0.0, -0.1], [-0.7, 1.6, 0.9], [0.0, 0.0, 0.0], [-0.5, -0.3, -1.3], [0.0, 0.0, 0.0], [0.0, 0.0, 0.0], [0.0, -1.3, -0.4], [0.0, 0.0, 0.0], [0.9, -2.6, -2.2], [0.0, 0.0, 0.0], [0.3, 0.1, 0.6], [0.0, 0.0, 0.0], [0.0, -0.4, -0.1], [0.0, 0.0, 0.0], [0.0, 0.0, 0.0], [0.0, 0.5, 0.1], [-0.1, 0.0, 0.0], [0.0, 0.1, -0.1], [0.0, 0.0, 0.1], [0.0, 0.0, 0.0], [0.0, -0.1, 0.0], [-0.1, 0.0, 0.0], [0.0, 0.0, 0.0], [0.0, 0.0, 0.0], [-0.2, -1.1, 0.2], [0.0, 0.0, 0.1], [0.0, 0.0, 0.0], [0.0, 0.1, 0.0], [0.0, 0.0, 0.0], [-0.1, 0.0, -0.1], [0.0, 0.0, 0.0], [-0.1, -1.0, -0.4], [0.0, -0.1, 0.0], [0.0, 0.0, 0.1], [0.0, 0.0, 0.0], [0.0, 0.1, 0.0], [0.0, 0.0, 0.1], [0.0, -0.1, 0.0], [0.0, 0.1, 0.0], [0.0, 0.0, -0.1], [0.4, 0.5, 2.0], [-0.5, 0.6, 0.3], [1.0, 0.8, 0.1], [0.1, 0.0, -0.1], [0.0, 0.0, 0.0], [0.0, 0.0, 0.0], [-0.3, 0.6, 0.2], [-0.2, -0.1, -0.1], [0.0, 0.0, 0.0], [0.0, 0.0, 0.0], [0.0, 0.0, 0.0], [0.0, 0.3, 0.0], [0.0, 0.0, 0.1], [0.0, 0.2, 0.3], [0.0, 0.0, 0.0], [0.1, 0.1, -0.1], [0.0, 0.0, 0.0], [0.0, 0.0, 0.0], [0.0, 0.0, 0.0], [0.0, 0.0, 0.0], [0.0, 0.0, 0.0], [0.0, 0.0, 0.0], [-0.1, -0.2, 0.1], [0.1, 0.2, -0.1], [0.1, 0.2, 0.3], [0.2, 0.4, 0.2], [0.4, 0.0, -0.1], [0.0, 0.0, 0.0], [0.0, 0.0, 0.0], [0.0, 0.0, 0.0]], "orbital_gap_ev": 7.47, "energy_ha": -2931.0976}

***

Record 2
{"formula": "C4H8OSe", "method": "wB97M-V/def2-TZVPD", "elements": ["Se", "O", "C", "C", "C", "C", "H", "H", "H", "H", "H", "H", "H", "H"], "xyz": [[-1.639412, -0.667832, 0.288912], [2.442649, 0.531033, 0.835100], [1.612155, -0.902411, -1.135567], [-0.040898, -0.463096, 1.362562], [-2.150702, 1.210458, -0.243493], [1.747715, -0.136807, 0.136688], [-1.807834, 1.677280, 0.649943], [-0.147910, 0.506252, 1.811136], [0.556160, -0.921713, -1.308306], [1.927933, -1.959278, -1.049268], [0.176788, -1.207476, 2.102655], [2.055578, -0.338555, -1.925711], [-3.263074, 1.227847, -0.388500], [-1.469145, 1.444298, -1.136154]], "forces_ev_per_angstrom": [[-0.6, -0.9, -0.2], [0.2, -0.7, -2.4], [0.4, 0.4, 0.8], [1.4, 1.4, -2.9], [1.3, -1.5, -1.0], [-2.6, -0.5, 4.5], [-0.1, 1.2, 0.4], [0.4, 0.5, 0.4], [-0.9, -0.1, -0.2], [0.2, 0.7, 0.1], [-0.2, -0.6, 0.0], [0.7, 0.0, -0.8], [1.3, 0.1, 0.0], [-1.5, 0.1, 1.3]], "orbital_gap_ev": 8.07, "relative_energy_kcal_mol": 49.1, "energy_ha": -2633.7606}

***

Record 3
{"formula": "C38H41CrF6N3O2SSb2", "method": "wB97M-V/def2-TZVPD", "elements": ["Sb", "Sb", "Cr", "S", "F", "F", "F", "F", "F", "F", "O", "O", "N", "N", "N", "C", "C", "C", "C", "C", "C", "C", "C", "C", "C", "C", "C", "C", "C", "C", "C", "C", "C", "C", "C", "C", "C", "C", "C", "C", "C", "C", "C", "C", "C", "C", "C", "C", "C", "C", "C", "C", "C", "H", "H", "H", "H", "H", "H", "H", "H", "H", "H", "H", "H", "H", "H", "H", "H", "H", "H", "H", "H", "H", "H", "H", "H", "H", "H", "H", "H", "H", "H", "H", "H", "H", "H", "H", "H", "H", "H", "H", "H", "H"], "xyz": [[0.793626, 0.216759, 1.875426], [-1.967157, 0.522908, -0.174328], [0.342424, -1.612742, -0.942387], [1.857520, 0.159373, -1.297730], [2.549656, -2.533549, -2.481452], [4.193020, -3.836690, -1.980184], [3.819862, -3.922976, 1.219608], [3.663661, -5.716311, 0.053065], [2.082802, -5.179004, 1.398108], [3.796761, -2.096474, -0.772297], [1.392000, -3.005395, 0.042270], [-0.447878, -0.914927, -2.565970], [-0.919958, -2.543975, 1.627108], [-1.304847, -3.087756, -1.226546], [0.351829, -0.285526, -3.418209], [3.406667, -1.042645, 2.775423], [1.564036, 2.271409, 1.759000], [-1.320389, 3.556801, -0.895681], [-2.292359, -3.400142, -0.194996], [2.704794, 4.193515, 2.668610], [-1.016974, 4.607848, -1.746750], [1.921097, 1.113475, -5.191636], [-1.565062, -3.742295, 1.107334], [1.894278, 4.256153, 0.419628], [2.206992, -3.875653, -0.574025], [-5.967406, 1.765785, -1.768276], [-6.345553, 0.686504, 0.331582], [-0.912985, 4.399728, -3.111172], [-0.687547, 0.724818, 3.433705], [0.030577, -0.269906, -4.736684], [2.215357, 2.903917, 2.812922], [4.463126, -1.432940, 3.579726], [-4.118177, 0.775370, -0.586793], [3.224164, -3.090874, -1.436789], [1.422621, 2.961530, 0.563763], [2.542002, 4.875968, 1.473867], [1.460144, 0.362424, -2.949325], [2.964505, -4.669783, 0.525441], [3.405614, -0.376679, 5.454816], [-2.307279, 1.619580, 1.706726], [2.343170, -0.006067, 4.646384], [-1.473297, 2.093747, -2.769075], [4.462614, -1.098907, 4.924504], [1.546365, -4.903970, -1.532804], [2.223566, 1.100680, -3.841024], [2.337068, -0.331486, 3.298011], [0.806922, 0.404132, -5.641373], [-2.125248, 0.771068, 2.953321], [-1.544795, 2.281506, -1.395135], [-6.830342, 1.404315, -0.748970], [-4.621222, 1.452994, -1.685355], [-5.002982, 0.363518, 0.399862], [-1.135931, 3.132076, -3.620553], [-6.334774, 2.314849, -2.623377], [-1.632539, 2.470023, 1.755142], [-3.328099, 1.988209, 1.640725], [-1.042246, 2.948852, -4.682721], [1.064428, -4.369096, -2.350937], [1.514208, 0.540642, 5.074959], [3.406141, -1.294176, 1.723747], [5.279963, -1.998639, 3.152503], [-0.399074, 1.700449, 3.821982], [2.305065, -5.561505, -1.952823], [-0.849185, 5.594504, -1.337534], [2.358039, 2.393852, 3.756986], [1.757445, 4.772461, -0.521786], [-7.872218, 1.685899, -0.792706], [3.407113, -0.102320, 6.502478], [3.072556, 1.630680, -3.446217], [0.818496, -5.504160, -0.990625], [-0.044492, -2.792421, 2.075286], [-2.737063, 1.203473, 3.754010], [0.945456, 2.476002, -0.277264], [-1.366354, 3.746081, 0.167018], [3.224258, 4.670512, 3.490389], [-4.631280, -0.192290, 1.252638], [-2.285572, -4.187593, 1.808919], [-3.954417, 1.761049, -2.478466], [-7.010190, 0.396778, 1.133056], [2.927556, 5.880339, 1.361651], [-1.781038, -2.755148, -2.064903], [-0.662480, 5.218482, -3.771939], [0.549263, 0.382701, -6.687645], [-1.502581, -2.097260, 2.328715], [-0.858771, -0.826505, -4.991526], [-0.583003, -0.008891, 4.232214], [-2.506688, -0.242387, 2.782090], [-1.683138, 1.116799, -3.181591], [2.552690, 1.653250, -5.874924], [5.287724, -1.396057, 5.557654], [-2.930255, -2.523843, -0.035212], [-0.830380, -3.955659, -1.465144], [-0.799623, -4.493419, 0.890005], [-2.926395, -4.245748, -0.499518]], "forces_ev_per_angstrom": [[0.7, 1.0, 1.3], [-1.1, 1.2, -0.2], [-0.2, -1.1, 1.0], [0.3, 0.6, -0.3], [0.1, -0.1, -0.2], [0.2, -0.2, 0.0], [0.2, 0.3, 0.2], [0.2, -0.1, -0.2], [-0.3, 0.0, 0.1], [0.3, 0.0, 0.1], [-0.5, 0.3, 0.2], [-0.6, 0.2, -1.2], [0.1, -0.1, 0.4], [0.0, 0.1, -0.3], [0.6, 0.6, -0.9], [0.0, 0.0, -0.2], [-0.2, -0.5, -0.1], [-0.1, 0.0, 0.1], [-0.1, -0.3, 0.6], [0.1, 0.1, 0.1], [0.0, 0.1, 0.0], [0.0, -0.1, 0.9], [-0.4, 0.0, -0.3], [0.0, 0.1, -0.1], [0.6, -0.5, -0.3], [-0.1, 0.1, -0.1], [-0.2, 0.0, 0.1], [0.1, 0.0, 0.0], [0.2, -0.3, -0.3], [0.0, 0.0, 0.4], [0.0, 0.0, 0.1], [0.1, 0.0, 0.0], [0.5, -0.3, 0.1], [-0.2, 0.1, -0.1], [-0.1, -0.1, -0.1], [0.0, 0.0, -0.1], [-0.4, -0.6, 0.8], [-0.1, -0.2, -0.1], [0.0, 0.0, 0.1], [0.1, -0.2, -0.3], [-0.2, 0.0, 0.1], [0.1, -0.1, -0.1], [0.1, 0.0, 0.0], [0.2, 0.2, 0.3], [0.0, 0.2, -1.2], [-0.4, -0.1, -0.4], [-0.1, 0.0, -0.1], [-0.1, 0.0, 0.1], [0.1, -0.5, 0.3], [-0.1, 0.0, 0.0], [0.2, 0.0, -0.1], [0.1, -0.1, 0.1], [-0.1, 0.0, -0.2], [-0.1, 0.0, -0.1], [0.1, 0.2, 0.0], [0.0, 0.1, -0.1], [-0.1, 0.0, -0.1], [0.0, 0.0, 0.0], [0.0, 0.1, 0.1], [0.1, -0.1, -0.1], [0.0, 0.0, 0.0], [0.1, 0.1, 0.0], [-0.1, -0.1, -0.1], [0.0, 0.1, 0.0], [0.0, 0.0, 0.0], [0.0, 0.0, 0.0], [-0.1, 0.0, 0.0], [0.0, 0.0, 0.0], [0.1, 0.0, 0.1], [0.0, 0.0, 0.1], [0.1, 0.1, -0.1], [-0.1, -0.1, 0.0], [0.1, 0.1, 0.0], [0.0, 0.0, 0.0], [0.0, 0.0, 0.0], [0.0, 0.0, 0.1], [0.1, 0.0, -0.1], [0.0, 0.1, 0.0], [-0.1, -0.1, 0.0], [0.0, 0.0, 0.0], [0.2, -0.1, 0.1], [0.0, 0.0, 0.0], [-0.1, 0.0, -0.1], [0.0, -0.1, -0.1], [0.0, 0.0, 0.0], [0.1, 0.0, 0.1], [-0.1, 0.0, 0.1], [0.0, -0.1, 0.0], [0.1, 0.1, -0.2], [0.0, 0.0, 0.0], [0.0, -0.1, -0.1], [0.0, 0.1, -0.1], [0.0, 0.1, 0.1], [0.0, 0.2, 0.1]], "multiplicity": 5, "orbital_gap_ev": [7.29, 7.90], "relative_energy_kcal_mol": 25.0, "energy_ha": -4309.7189}

***

Record 4
{"formula": "C6H10O", "method": "wB97M-V/def2-TZVPD", "elements": ["O", "C", "C", "C", "C", "C", "C", "H", "H", "H", "H", "H", "H", "H", "H", "H", "H"], "xyz": [[-0.368660, 1.130238, 0.682998], [1.400024, -0.476563, 0.757375], [-1.937965, 0.001599, -0.653363], [2.340022, 0.070869, -0.260551], [-1.753198, 1.149854, 0.270929], [0.028957, -0.282817, 0.642295], [-0.741821, -0.745759, -0.767317], [-2.347881, 1.188873, 1.183198], [1.812454, 0.288571, -1.195160], [-0.584206, -0.701625, 1.443351], [-0.049293, -0.442116, -1.555020], [-0.770360, -1.839920, -0.680144], [-1.832590, 2.117795, -0.253289], [1.774997, -1.336877, 1.289761], [3.156261, -0.611496, -0.444661], [2.736136, 1.041076, 0.042100], [-2.862869, -0.551696, -0.502501]], "forces_ev_per_angstrom": [[0.4, -0.6, -1.1], [0.2, -0.7, -1.4], [-0.6, -1.2, 1.7], [-0.4, 0.5, 0.3], [1.3, 1.5, -1.0], [-0.8, 2.1, 2.5], [0.3, -0.5, -0.9], [-0.7, -0.4, -0.2], [0.0, -0.1, -0.1], [0.4, -0.8, 0.0], [0.5, 0.2, 0.3], [-0.5, 0.1, -0.8], [-0.2, 0.0, 0.3], [-0.2, -0.1, 0.4], [0.3, -0.1, -0.1], [0.2, 0.1, 0.1], [0.0, 0.0, -0.1]], "orbital_gap_ev": 5.79, "relative_energy_kcal_mol": 110.4, "energy_ha": -309.6664}

***

Record 5
{"formula": "C5H16O3", "method": "wB97M-V/def2-TZVPD", "elements": ["O", "O", "O", "C", "C", "C", "C", "C", "H", "H", "H", "H", "H", "H", "H", "H", "H", "H", "H", "H", "H", "H", "H", "H"], "xyz": [[1.221557, -2.632140, 3.166801], [-5.562487, 2.012249, 0.251725], [5.345603, 4.043168, -0.464801], [-0.206451, -1.596621, -1.502272], [0.609927, 1.225662, 1.097194], [-1.654834, -2.110855, -1.834114], [-0.260622, -0.278070, -0.748416], [0.376665, -0.106114, 0.395020], [1.594587, 1.516882, 0.663240], [6.225984, 4.376154, -0.698423], [-1.544530, -3.053368, -2.389208], [1.176583, -3.546088, 3.489053], [0.317543, -2.449032, -1.089924], [5.438962, 3.089548, -0.518464], [-4.947320, 1.405895, -0.172967], [0.314808, -1.466342, -2.464096], [0.852865, -0.854578, 1.024312], [-2.261434, -1.275282, -2.194885], [-2.132648, -2.520864, -0.953113], [-1.003606, 0.462175, -1.115751], [-0.051171, 2.029129, 0.784110], [0.703695, 1.361441, 2.189449], [-4.994355, 2.784544, 0.417429], [0.440676, -2.417500, 2.668093]], "forces_ev_per_angstrom": [[0.8, -0.2, 0.5], [0.6, 0.5, 0.0], [0.4, 0.2, -0.1], [-1.6, 0.1, -1.1], [0.7, 1.0, -1.0], [1.3, -0.4, 0.8], [-0.3, -1.4, 0.1], [-0.1, 1.3, 2.2], [-0.4, 0.1, 0.6], [-0.4, -0.1, 0.1], [-0.4, 0.8, -0.9], [-0.3, 0.5, -0.4], [0.4, 0.3, 0.9], [-0.1, -0.1, 0.0], [-0.1, -0.2, 0.0], [-0.2, 0.3, 0.1], [0.3, -0.7, -1.0], [-0.1, -0.6, -0.6], [-0.1, 0.5, 0.7], [1.0, -0.2, 0.0], [-0.3, 0.0, -0.3], [-0.1, -1.0, -0.4], [-0.5, -0.3, 0.0], [-0.6, -0.3, -0.2]], "smiles": "C/C=C/CC.O.O.O", "orbital_gap_ev": 9.79, "relative_energy_kcal_mol": 33.4, "energy_ha": -425.7574}